No. 1
{"formula": "C4H6O2", "method": "ωB97M-V/def2-TZVPD", "elements": ["O", "C", "C", "C", "O", "C", "H", "H", "H", "H", "H", "H"], "coordinates": [[-1.2135, 1.0673, 1.7241], [-1.1841, 0.9231, 0.5276], [-0.4587, -0.1517, -0.1658], [0.5672, -0.9884, 0.6431], [1.6512, -0.5977, -0.2137], [0.7995, 0.2229, -1.0139], [-1.7155, 1.6153, -0.1530], [-1.4540, -0.5280, -0.6102], [0.3942, -2.0635, 0.6203], [0.7413, -0.6710, 1.6805], [1.1183, 1.2768, -0.9868], [0.7543, -0.1051, -2.0523]], "mulliken_charge": [-0.47, -0.27, 0.32, -0.46, -0.38, -0.42, 0.36, 0.30, 0.23, 0.27, 0.27, 0.25], "e_above_lowest_kcal_mol": 54.9, "smiles": "O=CC1COC1", "orbital_gap_ev": 10.8}

---

No. 2
{"formula": "C4H6O2", "method": "ωB97M-V/def2-TZVPD", "elements": ["O", "C", "C", "C", "C", "O", "H", "H", "H", "H", "H", "H"], "coordinates": [[1.5725, 2.0628, -0.5296], [0.6117, 1.4768, -0.0920], [0.0005, 0.2792, -0.8024], [-0.8408, -0.7061, 0.0254], [0.1905, -1.1754, 0.9900], [0.4150, -0.6036, 2.0296], [0.0811, 1.8390, 0.8119], [-0.7568, 0.6801, -1.4634], [0.7762, -0.2228, -1.3975], [-1.2298, -1.4713, -0.6610], [-1.6812, -0.2039, 0.5199], [0.8613, -1.9548, 0.5690]], "mulliken_charge": [-0.48, 0.01, -0.52, -0.49, 0.02, -0.47, 0.35, 0.29, 0.32, 0.29, 0.33, 0.33], "e_above_lowest_kcal_mol": 30.9, "smiles": "O=CCCC=O", "orbital_gap_ev": 10.7}

---

No. 3
{"formula": "C4H6O2", "method": "ωB97M-V/def2-TZVPD", "elements": ["O", "C", "C", "C", "O", "C", "H", "H", "H", "H", "H", "H"], "coordinates": [[-1.9298, 1.6765, 0.2708], [-1.0592, 0.8684, 0.0980], [-0.9799, -0.6494, 0.2562], [0.4877, -0.5832, -0.2218], [1.3566, -1.0347, 0.7887], [0.3943, 0.9621, -0.3773], [-1.0777, -0.9924, 1.2912], [-1.6735, -1.2091, -0.3792], [0.6663, -1.1106, -1.1688], [2.2591, -0.8074, 0.5317], [0.5112, 1.3562, -1.3922], [1.0449, 1.5235, 0.3026]], "mulliken_charge": [-0.55, 0.44, -0.72, 0.34, -0.55, -0.63, 0.26, 0.26, 0.30, 0.31, 0.26, 0.28], "e_above_lowest_kcal_mol": 29.6, "smiles": "O=C1CC(O)C1", "orbital_gap_ev": 10.4}

---

No. 4
{"formula": "C4H6O2", "method": "ωB97M-V/def2-TZVPD", "elements": ["C", "C", "C", "C", "O", "O", "H", "H", "H", "H", "H", "H"], "coordinates": [[0.9652, -0.1222, 1.1510], [0.5776, 0.2074, -0.2112], [-0.2989, -0.6039, -0.9698], [-1.5212, 0.5568, -0.6141], [-2.6301, 0.3717, -1.0328], [-0.9439, 1.4519, 0.0966], [1.6934, -0.9473, 1.3153], [0.1959, -0.3990, 1.8927], [1.4863, 0.7057, 1.6597], [1.2085, 0.9461, -0.7017], [-0.1495, -0.6047, -2.0481], [-0.5833, -1.5623, -0.5376]], "mulliken_charge": [-1.19, 0.54, -0.76, 0.61, -0.53, -0.54, 0.35, 0.33, 0.32, 0.31, 0.29, 0.27], "e_above_lowest_kcal_mol": 53.5, "orbital_gap_ev": 9.4}

---

No. 5
{"formula": "C4H6O2", "method": "ωB97M-V/def2-TZVPD", "elements": ["C", "C", "C", "O", "C", "O", "H", "H", "H", "H", "H", "H"], "coordinates": [[1.0724, 0.0340, -0.8924], [-0.0694, -0.3192, 0.1058], [0.1550, 0.6054, 1.2812], [-0.3217, 1.7135, 1.3601], [-1.4712, -0.1453, -0.4485], [-2.1714, -1.0786, -0.7590], [1.5996, -0.8666, -1.2175], [1.8144, 0.6911, -0.4208], [0.7032, 0.5618, -1.7775], [0.0248, -1.3653, 0.4108], [0.8738, 0.2233, 2.0417], [-1.8414, 0.8951, -0.5036]], "mulliken_charge": [-1.21, 0.59, -0.24, -0.47, -0.21, -0.47, 0.30, 0.35, 0.33, 0.30, 0.38, 0.36], "e_above_lowest_kcal_mol": 28.8, "smiles": "CC(C=O)C=O", "orbital_gap_ev": 10.5}

---

No. 6
{"formula": "C4H6O2", "method": "ωB97M-V/def2-TZVPD", "elements": ["O", "C", "C", "C", "C", "O", "H", "H", "H", "H", "H", "H"], "coordinates": [[0.2099, -1.6190, 2.9631], [-0.4444, -1.0194, 2.2557], [0.7291, -0.8121, -0.5119], [-0.0915, -0.0965, -1.2806], [0.6711, 1.1110, -0.8006], [1.4917, 0.2118, 0.0151], [-1.9826, 0.3532, 0.9714], [0.9198, -1.8460, -0.2424], [-2.0186, 0.5520, 0.2573], [-0.9405, -0.2876, -1.9168], [0.1567, 1.8409, -0.1686], [1.2994, 1.6117, -1.5416]], "mulliken_charge": [-0.16, 0.14, -0.22, -0.61, -0.09, -0.37, 0.01, 0.48, 0.00, 0.37, 0.23, 0.22], "e_above_lowest_kcal_mol": 88.1, "orbital_gap_ev": 10.1}

---

No. 7
{"formula": "C4H6O2", "method": "ωB97M-V/def2-TZVPD", "elements": ["O", "C", "C", "C", "O", "C", "H", "H", "H", "H", "H", "H"], "coordinates": [[0.5215, -1.6001, -0.9994], [0.2539, -0.7915, -0.0200], [-1.0608, -0.5936, 0.4415], [-0.9357, 0.8297, -0.1855], [0.3397, 1.4156, 0.2740], [1.2350, 0.3177, 0.3000], [-0.3172, -2.1063, -1.1062], [-1.7746, 1.3818, 0.2269], [-1.0291, -0.3351, 1.5137], [-0.9417, 0.8928, -1.2842], [1.6832, 0.1741, 1.2939], [2.0258, 0.4149, -0.4546]], "mulliken_charge": [-0.45, 0.32, -0.50, -0.31, -0.36, -0.44, 0.46, 0.33, 0.15, 0.24, 0.26, 0.30], "e_above_lowest_kcal_mol": 103.9, "orbital_gap_ev": 8.1}

---

No. 8
{"formula": "C4H6O2", "method": "ωB97M-V/def2-TZVPD", "elements": ["O", "C", "C", "C", "C", "O", "H", "H", "H", "H", "H", "H"], "coordinates": [[2.5054, 0.7127, -0.6934], [1.3142, 0.9326, -0.3446], [0.9769, -0.5158, -0.2858], [-1.0106, -0.7814, 0.2919], [-1.3786, 0.5253, 0.3926], [0.6002, 1.8964, -0.1148], [0.9153, -1.0417, -1.2348], [1.4232, -1.0914, 0.5204], [-1.3057, -1.3539, -0.5831], [-0.8125, -1.3508, 1.1963], [-1.3143, 1.0698, 1.3276], [-1.7904, 1.0709, -0.4489]], "mulliken_charge": [-0.57, 0.80, -0.38, -0.57, -0.26, -0.63, 0.27, 0.27, 0.29, 0.30, 0.24, 0.25], "e_above_lowest_kcal_mol": 88.1, "orbital_gap_ev": [8.5, 8.5]}

---

No. 9
{"formula": "C4H6O2", "method": "ωB97M-V/def2-TZVPD", "elements": ["C", "C", "C", "O", "C", "O", "H", "H", "H", "H", "H", "H"], "coordinates": [[0.8495, 1.2572, -0.2650], [-0.3274, 0.4414, 0.1727], [-0.1338, -0.8125, 1.0261], [-0.6612, 0.4435, 1.5263], [-0.9281, -0.6137, -0.6052], [-0.0205, -1.3331, -1.2044], [0.5665, 2.3144, -0.2381], [1.6997, 1.1051, 0.4071], [1.1351, 0.9884, -1.2837], [-0.8479, -1.6162, 1.2229], [0.6584, -1.3223, -0.0972], [-1.9903, -0.8521, -0.6614]], "mulliken_charge": [-1.24, 1.01, -0.82, -0.39, -0.18, -0.54, 0.34, 0.35, 0.30, 0.32, 0.40, 0.44], "e_above_lowest_kcal_mol": 145.4, "orbital_gap_ev": 10.3}

---

No. 10
{"formula": "C4H6O2", "method": "ωB97M-V/def2-TZVPD", "elements": ["C", "O", "C", "C", "C", "O", "H", "H", "H", "H", "H", "H"], "coordinates": [[-1.0339, -1.2073, 0.7777], [0.2618, -1.4288, 0.2780], [0.4958, -0.2331, 0.9833], [0.3237, 0.9317, 0.0429], [1.0300, 0.8438, -1.2469], [-0.3786, 0.7976, -1.1930], [-1.7129, -0.7783, 0.0435], [-1.4027, -2.0661, 1.3416], [-0.7915, -0.4292, 1.6589], [0.2386, 1.9110, 0.5127], [1.5164, -0.0915, -1.5202], [1.4532, 1.7502, -1.6785]], "mulliken_charge": [-0.41, -0.22, -0.43, 0.15, -0.43, -0.41, 0.24, 0.34, 0.26, 0.41, 0.22, 0.27], "e_above_lowest_kcal_mol": 140.0, "orbital_gap_ev": 9.5}

---

No. 11
{"formula": "C4H6O2", "method": "ωB97M-V/def2-TZVPD", "elements": ["O", "C", "O", "C", "C", "C", "H", "H", "H", "H", "H", "H"], "coordinates": [[0.1348, -0.3788, -2.1286], [-0.6813, 0.4479, -1.8106], [-1.0584, 0.8071, -0.5817], [-0.5340, 0.2188, 0.6028], [0.9064, 0.3342, 0.9792], [0.3094, -1.0146, 0.6579], [-1.2488, 1.0487, -2.5357], [-1.2749, 0.3677, 1.3804], [1.5864, 0.7547, 0.2448], [1.1424, 0.5803, 2.0105], [0.6015, -1.4516, -0.2848], [0.1165, -1.7144, 1.4659]], "mulliken_charge": [-0.50, 0.16, -0.32, 0.01, -0.52, -0.50, 0.36, 0.35, 0.23, 0.25, 0.25, 0.24], "e_above_lowest_kcal_mol": 33.3, "smiles": "O=COC1CC1", "orbital_gap_ev": 11.4}

---

No. 12
{"formula": "C4H6O2", "method": "ωB97M-V/def2-TZVPD", "elements": ["O", "C", "C", "C", "C", "O", "H", "H", "H", "H", "H", "H"], "coordinates": [[-0.7296, 0.0881, 2.2610], [-0.6044, 0.2116, 0.9344], [0.6634, 0.8348, -0.6971], [-0.0552, -0.3182, -1.2914], [0.0346, -0.8107, 0.1625], [0.7942, -1.6622, 0.6236], [-0.2150, -0.6900, 2.5423], [-1.3744, 0.8519, 0.5294], [0.3234, 1.8568, -0.8287], [1.7428, 0.7083, -0.6362], [0.4808, -0.9930, -1.9525], [-1.0607, -0.0773, -1.6475]], "mulliken_charge": [-0.48, -0.14, -0.70, -0.37, 0.55, -0.69, 0.38, 0.34, 0.32, 0.28, 0.29, 0.22], "e_above_lowest_kcal_mol": 66.2, "orbital_gap_ev": 9.6}

---

No. 13
{"formula": "C4H6O2", "method": "ωB97M-V/def2-TZVPD", "elements": ["C", "C", "C", "O", "C", "O", "H", "H", "H", "H", "H", "H"], "coordinates": [[-1.5813, -0.1414, 0.9354], [-0.1021, -0.4355, 0.7607], [0.3811, -0.1716, -0.6393], [-0.2337, -0.1259, -1.6519], [2.1086, 1.0601, -0.0681], [1.8046, -0.0237, -0.7438], [-1.7789, 0.9238, 0.7967], [-2.1661, -0.7019, 0.2046], [-1.8970, -0.4210, 1.9454], [0.0959, -1.5029, 0.9045], [0.4973, 0.1086, 1.4916], [3.1335, 1.2938, -0.3982]], "mulliken_charge": [-1.16, -0.19, 0.61, -0.46, -0.39, -0.20, 0.32, 0.29, 0.34, 0.26, 0.38, 0.20], "e_above_lowest_kcal_mol": 76.5, "orbital_gap_ev": 9.5}

---

No. 14
{"formula": "C4H6O2", "method": "ωB97M-V/def2-TZVPD", "elements": ["C", "C", "O", "C", "O", "C", "H", "H", "H", "H", "H", "H"], "coordinates": [[-1.5835, 0.3856, 0.3229], [-0.2386, 1.1050, 0.1988], [0.7202, 0.2361, 1.2005], [0.8742, -0.9050, 0.7326], [0.1786, -1.2688, -0.2885], [-0.6134, -0.1017, -0.6810], [-2.4179, 0.9755, -0.0487], [-1.8310, -0.2458, 1.1728], [1.7455, 1.0081, -0.9152], [2.2886, 0.5183, -1.0726], [1.5952, -1.6112, 1.1383], [-0.7180, -0.0960, -1.7599]], "mulliken_charge": [-0.62, -0.48, -0.20, 0.28, -0.30, 0.08, 0.25, 0.20, -0.07, 0.12, 0.39, 0.34], "e_above_lowest_kcal_mol": 132.5, "orbital_gap_ev": 8.5}

---

No. 15
{"formula": "C4H6O2", "method": "ωB97M-V/def2-TZVPD", "elements": ["O", "C", "C", "C", "O", "C", "H", "H", "H", "H", "H", "H"], "coordinates": [[1.4628, 0.1795, -1.1326], [0.1821, -0.3938, -1.0138], [0.0353, -1.3032, 0.2117], [0.1863, -0.2727, 1.3000], [-0.2248, 0.9964, 0.7533], [-0.8887, 0.4989, -0.4045], [1.5153, 0.8969, -0.4821], [-0.0675, -0.8486, -1.9736], [-1.6454, -0.2543, -0.0585], [-0.4032, -0.4614, 2.2048], [1.2559, -0.3055, 1.5692], [-1.4081, 1.2678, -0.9738]], "mulliken_charge": [-0.54, 0.12, -0.43, -0.28, -0.44, -0.46, 0.36, 0.37, 0.32, 0.29, 0.31, 0.37], "e_above_lowest_kcal_mol": 120.3, "orbital_gap_ev": 8.6}

---

No. 16
{"formula": "C4H6O2", "method": "ωB97M-V/def2-TZVPD", "elements": ["C", "O", "C", "C", "O", "C", "H", "H", "H", "H", "H", "H"], "coordinates": [[-0.4864, 1.1674, -1.5837], [-1.0726, 0.8379, -0.4094], [-0.2637, -0.1556, -0.0712], [-0.5593, -1.0976, 1.0643], [0.8005, -0.9490, 1.5178], [1.1386, -0.0628, 0.4335], [-0.4549, 2.2297, -1.8042], [-0.3777, 0.4122, -2.3436], [-0.7948, -2.1465, 0.8547], [-1.2956, -0.6945, 1.7773], [1.4248, 0.9562, 0.7392], [1.9412, -0.4973, -0.1749]], "mulliken_charge": [-0.47, -0.29, 0.29, -0.29, -0.39, -0.34, 0.30, 0.30, 0.20, 0.22, 0.28, 0.20], "e_above_lowest_kcal_mol": 130.8, "orbital_gap_ev": [8.2, 8.6]}

---

No. 17
{"formula": "C4H6O2", "method": "ωB97M-V/def2-TZVPD", "elements": ["C", "C", "O", "C", "C", "O", "H", "H", "H", "H", "H", "H"], "coordinates": [[0.5274, 1.0731, 0.8992], [-0.4827, 0.0464, 0.3522], [-1.6954, 0.4230, 0.0676], [-0.2137, -1.3759, 0.7151], [-0.5311, -0.4089, -1.4323], [0.8939, -1.7769, 0.9826], [1.4217, 1.0109, 0.2850], [0.1312, 2.0954, 0.8834], [0.8553, 0.8619, 1.9309], [-1.1144, -2.0114, 0.5997], [-0.0040, 0.2616, -2.1332], [-1.1638, -1.0548, -2.1070]], "mulliken_charge": [-1.20, 1.21, -0.60, -0.16, -0.59, -0.52, 0.32, 0.35, 0.30, 0.39, 0.25, 0.24], "e_above_lowest_kcal_mol": 122.5, "orbital_gap_ev": [8.5, 8.5]}

---

No. 18
{"formula": "C4H6O2", "method": "ωB97M-V/def2-TZVPD", "elements": ["C", "C", "C", "C", "O", "O", "H", "H", "H", "H", "H", "H"], "coordinates": [[1.7216, -0.5610, -0.0278], [0.4825, 0.2409, 0.3667], [-1.6621, 0.1079, -0.5116], [-1.1897, -0.7644, 0.2508], [-2.2675, 1.1525, -0.9821], [0.4666, 0.9515, 1.3791], [-2.2819, 1.8593, -0.3104], [0.1773, 0.7894, -0.6736], [-1.5780, -1.5673, 0.8458], [2.5613, 0.1196, -0.1685], [1.9845, -1.2264, 0.7949], [1.5855, -1.1020, -0.9633]], "mulliken_charge": [-1.06, 0.46, 0.27, -0.37, -0.41, -0.64, 0.38, 0.05, 0.37, 0.32, 0.32, 0.31], "e_above_lowest_kcal_mol": 125.6, "orbital_gap_ev": 8.8}

---

No. 19
{"formula": "C4H6O2", "method": "ωB97M-V/def2-TZVPD", "elements": ["C", "C", "O", "C", "C", "O", "H", "H", "H", "H", "H", "H"], "coordinates": [[-0.5569, 1.2926, -0.8927], [0.0363, 0.7748, 0.2806], [-0.0890, 1.6200, 1.2416], [0.7657, -0.4929, 0.5125], [0.0900, -1.7572, 0.1707], [1.1015, -1.2261, -0.6534], [-0.2217, 0.9763, -1.8778], [-1.6420, 1.3892, -0.8011], [-0.4393, 2.2844, 0.2297], [1.5169, -0.4852, 1.3003], [-0.9177, -1.7238, -0.2417], [0.3562, -2.6522, 0.7315]], "mulliken_charge": [-1.16, 0.42, -0.56, 0.13, -0.38, -0.39, 0.26, 0.34, 0.43, 0.39, 0.27, 0.25], "e_above_lowest_kcal_mol": 106.1, "orbital_gap_ev": 9.5}

---

No. 20
{"formula": "C4H6O2", "method": "ωB97M-V/def2-TZVPD", "elements": ["C", "O", "C", "C", "O", "C", "H", "H", "H", "H", "H", "H"], "coordinates": [[0.6115, 0.8761, -0.7210], [0.0325, -0.1615, -1.5086], [-0.6715, -1.0320, -0.6890], [-0.7822, 0.4371, 1.4090], [-0.0869, -0.9435, 0.6275], [0.5304, 0.3843, 0.7224], [1.6469, 0.9952, -1.0571], [0.0626, 1.8159, -0.8476], [-1.7281, -0.7667, -0.5890], [-0.5209, -2.0554, -1.0403], [-0.5865, 0.1344, 2.4530], [1.4921, 0.3160, 1.2407]], "mulliken_charge": [-0.43, -0.35, -0.10, -0.59, -0.21, 0.15, 0.29, 0.26, 0.33, 0.21, 0.13, 0.31], "e_above_lowest_kcal_mol": 117.6, "orbital_gap_ev": 9.4}